# 1
{
  "formula": "CHLiLuO2",
  "method": "the ωB97M-V functional and the def2-TZVPD basis",
  "elements": ["H", "O", "C", "O", "Li", "Lu"],
  "coordinates": [[1.112980, 0.215771, -1.423113], [0.592399, 0.775073, -0.701209], [0.481586, -0.310808, 0.089982], [-0.703382, -0.359443, 0.550165], [-0.034052, -2.129620, 1.422939], [-1.449531, 1.809027, 0.061236]],
  "forces_ev_per_a": [[-0.241, 2.389, 0.270], [0.607, -0.590, -1.829], [-0.723, -1.217, 0.858], [-1.254, 2.110, 0.732], [0.225, -0.717, 0.287], [1.387, -1.974, -0.318]],
  "mulliken_charge": [0.469, -0.225, 0.099, -0.441, 0.988, 2.110],
  "e_homo_ha": -0.8646,
  "total_charge": 3,
  "spin_multiplicity": 1,
  "relative_energy_kj_mol": 0.0,
  "gap_ev": 6.53
}

---

# 2
{
  "formula": "C28H55AlO2Si4Te",
  "method": "the ωB97M-V functional and the def2-TZVPD basis",
  "elements": ["O", "C", "C", "H", "H", "C", "H", "H", "C", "H", "H", "H", "C", "H", "H", "H", "Al", "C", "C", "C", "H", "C", "C", "H", "H", "H", "H", "C", "C", "C", "H", "C", "C", "H", "H", "H", "H", "O", "C", "C", "H", "H", "C", "H", "H", "C", "H", "H", "H", "H", "C", "Si", "C", "C", "Si", "Te", "Si", "C", "C", "C", "Si", "C", "C", "C", "H", "H", "H", "H", "H", "H", "H", "H", "H", "H", "H", "H", "H", "H", "H", "H", "H", "H", "H", "H", "H", "H", "H", "H", "H", "H", "H"],
  "coordinates": [[-0.057589, -0.148122, -2.542266], [0.991553, -0.609347, -3.484374], [0.455345, 0.251579, -4.606959], [0.876908, -1.681441, -3.671900], [1.985035, -0.323771, -3.119426], [-0.660489, 0.666588, -3.633873], [0.138451, -0.316867, -5.477222], [1.130509, 1.065205, -4.890922], [-2.039884, 0.104416, -3.944842], [-1.983055, -0.975885, -4.133034], [-2.468433, 0.589332, -4.831244], [-2.710675, 0.305423, -3.096577], [-0.707136, 2.141128, -3.293106], [0.294867, 2.532238, -3.080382], [-1.363738, 2.302655, -2.425827], [-1.131277, 2.699364, -4.142059], [0.016725, 0.126376, -0.357944], [1.120803, 2.137153, 1.276902], [2.378329, 1.484638, 1.278114], [2.682113, 1.054698, -0.026785], [3.041487, 1.388305, 2.137556], [1.621281, 1.458284, -0.903576], [0.600716, 2.123431, -0.064801], [-0.148406, 2.817176, -0.447222], [0.659045, 2.632823, 2.130286], [3.600092, 0.555158, -0.346536], [1.763987, 1.652133, -1.965614], [-2.434500, -0.725177, 1.666941], [-2.417908, 0.598738, 1.168430], [-2.031427, 0.577289, -0.211126], [-2.728704, 1.479734, 1.728578], [-1.843971, -0.850525, -0.572878], [-2.103091, -1.624422, 0.617299], [-2.235335, -2.704519, 0.649956], [-2.770838, -1.011843, 2.662473], [-2.303196, 1.366913, -0.920801], [-1.964080, -1.249148, -1.583755], [0.690334, -1.181017, -6.970379], [0.111231, -0.322901, -7.986343], [0.440082, -0.863876, -9.385092], [0.513772, 0.692259, -7.851893], [-0.972679, -0.263268, -7.802066], [1.496780, -1.957013, -9.139322], [0.803010, -0.068535, -10.035953], [-0.459803, -1.306773, -9.820601], [1.357524, -2.278880, -7.643208], [2.491050, -1.554268, -9.347203], [1.330521, -2.837563, -9.757589], [2.321197, -2.467075, -7.152862], [0.739678, -3.182880, -7.519788], [3.401107, -0.144451, 5.006664], [1.907211, 0.955748, 5.338878], [1.701530, 1.164260, 7.209901], [2.209544, 2.698917, 4.681156], [0.069961, -0.151562, 4.297792], [0.341817, -1.136518, 1.936819], [0.058470, -2.322834, 5.214706], [0.374901, -2.292890, 7.079689], [-1.634538, -3.082321, 4.879919], [1.429646, -3.396106, 4.476387], [-1.792013, 0.977942, 5.289555], [-1.860926, 0.732333, 7.166692], [-1.571239, 2.807750, 4.891465], [-3.516151, 0.439594, 4.740424], [4.300188, 0.387822, 5.352485], [3.522066, -0.358370, 3.935643], [3.343957, -1.101287, 5.543435], [2.659106, 1.536640, 7.606176], [0.937656, 1.911777, 7.460300], [1.461011, 0.235348, 7.740432], [2.557099, 2.708724, 3.642473], [1.318891, 3.334776, 4.742504], [2.994708, 3.165364, 5.296554], [-0.394868, -1.751608, 7.642397], [0.368762, -3.339429, 7.418560], [1.355157, -1.869287, 7.334056], [-1.875367, -3.123388, 3.809744], [-1.619141, -4.114499, 5.262390], [-2.442922, -2.544894, 5.395578], [1.277117, -3.608303, 3.409386], [2.426040, -2.947721, 4.595375], [1.422146, -4.355140, 5.015479], [-1.003116, 1.148801, 7.705337], [-2.764607, 1.252085, 7.521479], [-1.963550, -0.324987, 7.443887], [-1.446405, 2.979075, 3.813302], [-2.480211, 3.338860, 5.213207], [-0.716170, 3.256665, 5.414116], [-3.744429, 0.746947, 3.712773], [-3.663718, -0.644894, 4.817458], [-4.252729, 0.922137, 5.402647]],
  "forces_ev_per_a": [[0.645, -0.055, -0.498], [0.007, -0.023, 0.491], [-0.345, 0.322, 0.226], [0.251, 0.130, 0.302], [-0.207, -0.376, 0.046], [-0.437, 0.244, -0.292], [0.010, 0.391, 0.505], [-0.208, -0.097, -0.021], [-0.029, 0.134, 0.088], [-0.051, 0.249, 0.092], [0.173, -0.056, 0.132], [0.104, -0.196, -0.253], [-0.172, 0.080, 0.095], [-0.332, -0.019, -0.035], [0.275, 0.097, -0.277], [0.156, -0.198, 0.206], [0.145, 0.093, 0.625], [0.371, -0.123, -1.246], [0.050, 0.412, -0.619], [-0.259, 0.799, 0.199], [-0.380, -0.287, -0.274], [0.383, 0.305, 0.998], [1.629, 1.036, 0.465], [0.125, -0.402, 0.167], [-0.031, -0.377, -0.234], [-0.450, 0.079, 0.176], [-0.237, -0.397, 0.324], [-1.444, 0.308, -1.437], [-0.166, -1.068, -0.521], [-1.028, -0.640, 0.362], [0.377, -0.142, -0.136], [-1.676, -0.805, 0.901], [-1.886, 1.493, -1.036], [0.551, 0.300, 0.068], [0.464, 0.061, -0.286], [0.313, -0.384, 0.316], [0.315, 0.159, 0.541], [0.577, -0.604, -2.124], [-0.155, 0.457, 0.459], [-0.286, -0.429, 0.390], [-0.002, -0.248, 0.061], [0.259, -0.075, -0.122], [0.167, 0.628, 0.424], [-0.080, -0.125, -0.019], [0.129, 0.136, -0.071], [-0.371, -0.492, 0.196], [-0.044, -0.147, -0.018], [0.091, 0.036, 0.031], [-0.227, 0.175, -0.077], [0.121, 0.206, 0.061], [0.326, 0.257, 0.084], [-0.292, -0.294, -0.420], [0.073, 0.022, 0.099], [0.291, 0.111, 0.019], [0.194, -0.200, 0.175], [2.554, -0.164, 1.212], [0.265, 0.447, -0.127], [-0.099, -0.284, 0.071], [-0.028, -0.347, 0.161], [-0.098, -0.278, 0.012], [0.063, -0.272, -0.469], [0.088, 0.089, 0.074], [-0.323, 0.220, 0.161], [-0.178, 0.176, -0.080], [-0.049, -0.205, -0.066], [-0.110, 0.024, 0.228], [-0.037, 0.250, -0.100], [-0.173, -0.072, -0.070], [0.180, -0.135, -0.096], [0.013, 0.222, -0.147], [-0.087, 0.017, 0.226], [0.153, -0.151, 0.014], [-0.151, -0.033, -0.142], [0.196, -0.097, -0.107], [0.011, 0.183, 0.082], [-0.205, -0.115, -0.127], [0.139, 0.063, 0.191], [-0.152, 0.150, -0.097], [0.222, -0.095, -0.078], [0.033, 0.114, 0.322], [-0.309, -0.070, -0.030], [0.073, 0.100, -0.079], [-0.176, -0.152, -0.104], [0.187, -0.090, -0.068], [0.002, 0.241, -0.115], [-0.003, -0.083, 0.215], [0.213, 0.040, -0.079], [-0.206, -0.145, -0.106], [0.012, -0.107, 0.185], [0.052, 0.205, -0.018], [0.147, -0.109, -0.158]],
  "mulliken_charge": [-0.123, -0.619, -0.429, 0.353, 0.227, 1.604, 0.178, 0.357, -1.795, 0.392, 0.464, 0.394, -1.529, 0.352, 0.082, 0.513, -0.237, -0.175, -0.060, -1.603, 0.321, -0.179, -0.443, 0.647, 0.340, 0.386, 0.794, 0.034, -1.003, -0.371, 0.383, 0.295, -1.669, 0.450, 0.381, 0.826, 0.610, -0.382, -0.422, -0.511, 0.279, 0.256, -0.498, 0.295, 0.253, -0.566, 0.270, 0.303, 0.284, 0.289, -1.179, 0.494, -1.128, -1.014, 0.771, -0.717, 0.132, -0.969, -0.952, -0.998, 0.469, -1.028, -1.063, -1.173, 0.460, 0.275, 0.257, 0.412, 0.278, 0.285, 0.298, 0.227, 0.420, 0.258, 0.407, 0.231, 0.188, 0.424, 0.219, 0.281, 0.248, 0.374, 0.275, 0.406, 0.230, 0.180, 0.426, 0.249, 0.297, 0.311, 0.438],
  "e_homo_ha": -0.2022,
  "total_charge": 0,
  "spin_multiplicity": 1,
  "relative_energy_kj_mol": 0.0,
  "gap_ev": 5.73
}

---

# 3
{
  "formula": "C7H12MnO3",
  "method": "the ωB97M-V functional and the def2-TZVPD basis",
  "elements": ["C", "C", "H", "H", "H", "H", "H", "O", "C", "O", "O", "C", "C", "C", "C", "Mn", "H", "H", "H", "H", "H", "H", "H"],
  "coordinates": [[0.698216, 2.962980, 0.223724], [-0.593822, 2.994833, 0.627850], [0.978107, 2.502559, -0.726528], [1.464187, 3.531404, 0.755145], [-1.386233, 2.587506, -0.004138], [-0.908346, 3.648429, 1.444520], [0.330014, 1.831691, 1.255387], [-0.069612, -3.581163, -3.305153], [-0.517491, -2.665575, -2.552333], [-1.620443, -2.107681, -2.834569], [0.172148, -2.344363, -1.485441], [-0.346265, -1.321629, -0.623345], [0.601826, -1.207334, 0.557102], [0.096929, -0.339524, 1.642811], [0.812873, 0.652534, 2.254674], [-1.658301, -3.256666, -4.343010], [-1.355011, -1.603924, -0.295550], [-0.403504, -0.378349, -1.181596], [1.613275, -0.915353, 0.244080], [0.684037, -2.202659, 1.040961], [-0.950741, -0.477448, 1.935476], [0.455970, 1.033352, 3.215425], [1.902181, 0.656385, 2.154519]],
  "forces_ev_per_a": [[-0.004, 0.324, -0.059], [-0.067, 0.868, -0.440], [-0.001, -0.130, 0.410], [-0.142, -0.254, -0.054], [0.242, -0.275, 0.370], [0.156, -0.479, 0.091], [-0.088, -0.249, -0.111], [0.644, -0.239, 0.132], [1.538, 0.114, 1.934], [-0.746, 1.257, 0.767], [-0.052, -0.317, -0.614], [-0.454, 0.428, 0.255], [0.452, -0.546, 0.209], [-0.131, 1.201, 0.124], [-0.011, -1.068, 0.493], [-1.197, -1.089, -2.411], [0.199, 0.080, -0.097], [-0.030, -0.224, 0.050], [-0.258, -0.087, 0.038], [0.058, 0.200, -0.314], [0.261, 0.006, -0.028], [-0.134, 0.205, -0.392], [-0.238, 0.274, -0.356]],
  "mulliken_spin": [0.000, 0.000, 0.000, 0.000, 0.000, 0.000, 0.000, 0.099, -0.005, 0.098, -0.009, 0.006, -0.001, 0.000, 0.000, 4.814, 0.000, -0.002, 0.000, 0.000, 0.000, 0.000, 0.000],
  "e_homo_ha": [-0.6210, -0.6211],
  "total_charge": 2,
  "spin_multiplicity": 6,
  "relative_energy_kj_mol": 0.0,
  "gap_ev": [8.38, 8.17]
}

---

# 4
{
  "formula": "CH2ClIO",
  "method": "the ωB97M-V functional and the def2-TZVPD basis",
  "elements": ["C", "O", "Cl", "I", "H", "H"],
  "coordinates": [[0.491672, -1.109302, 0.427454], [0.113566, 2.077075, -1.183249], [-0.739009, -0.274241, 1.100459], [-1.608200, 1.916420, -0.581552], [0.252030, -1.887263, -0.275470], [1.489942, -0.722688, 0.512359]],
  "forces_ev_per_a": [[-0.545, 0.770, -0.083], [0.704, -0.292, -0.156], [0.396, -0.436, -0.209], [-0.573, -0.065, 0.317], [-0.102, -0.132, -0.009], [0.119, 0.155, 0.140]],
  "mulliken_charge": [-0.335, -0.642, 0.007, 0.387, 0.280, 0.302],
  "e_homo_ha": [-0.2945, -0.2946],
  "total_charge": 0,
  "spin_multiplicity": 1,
  "relative_energy_kj_mol": 501.8,
  "gap_ev": [5.61, 5.62]
}